The following is a DFT calculation (ωB97M-V/def2-TZVPD) of 2 unconnected molecules or ions with the total composition CH2INS at a distorted geometry.

Properties
E_HOMO   -9.56 eV
HOMO-LUMO gap   0.340 Eh
Structure (SMILES)   N#CI.S
Energy relative to the best compared isomer or geometry (same formula, charge and spin)   12.6 kcal per mole
Electronic energy   -789.89896 hartree

Geometry as XYZ:
```
6
Properties=species:S:1:pos:R:3:forces:R:3
C 1.743476 -0.008136 1.050237 0.77 1.42 -0.17
N 1.239495 -1.021829 1.187390 -0.54 -1.05 0.15
S -1.773234 -0.497054 -0.470517 0.01 -0.24 0.35
I 2.666015 1.763368 0.820427 -0.21 -0.36 0.04
H -2.755402 -0.611822 -1.359902 -0.20 0.02 -0.17
H -1.120349 0.375472 -1.227635 0.17 0.21 -0.19
```
Forces are in eV/Å.

Löwdin atomic charge list, values in e, 5 entries: number 1, C, carries -0.914; number 2, N, carries 0.042; number 3, S, carries 0.465; number 4, I, carries 0.881; number 5, H, carries -0.237